Molecular formula: C30H27BrCoIN4O3PS
Method: DFT, ωB97M-V with the def2-TZVPD basis set

Each line ends with the Löwdin spin population.
Element x y z (Å)
Co: 0.52 1.12 1.49  0.96
O: 3.71 -0.49 3.03  0.00
C: 2.70 -0.38 2.36  0.00
O: 1.59 0.15 2.77  -0.01
C: 2.69 -0.88 0.90  0.00
P: 0.98 -0.69 0.28  -0.01
C: 0.15 -2.25 0.70  0.00
C: -0.35 -2.40 2.00  0.00
C: -1.01 -3.57 2.35  0.00
C: -1.17 -4.59 1.42  0.00
C: -0.68 -4.44 0.14  0.00
C: -0.02 -3.27 -0.22  0.00
C: 1.07 -0.71 -1.53  0.00
C: 2.18 -1.21 -2.21  0.00
C: 2.20 -1.24 -3.60  0.00
C: 1.10 -0.78 -4.32  0.00
C: 0.00 -0.27 -3.65  0.00
C: -0.02 -0.23 -2.26  0.00
H: 3.07 -1.90 0.86  0.00
H: 3.35 -0.23 0.33  0.00
H: -0.23 -1.60 2.71  0.00
H: -1.40 -3.68 3.36  0.00
H: -1.69 -5.50 1.70  0.00
H: -0.80 -5.23 -0.59  0.00
H: 0.35 -3.15 -1.24  0.00
H: 3.04 -1.58 -1.66  0.00
H: 3.06 -1.63 -4.12  0.00
H: 1.12 -0.80 -5.40  0.00
H: -0.86 0.10 -4.20  0.00
H: -0.89 0.16 -1.74  0.00
S: -2.03 0.95 2.08  0.05
C: -1.87 1.96 0.69  0.00
C: -2.91 2.58 -0.02  0.00
C: -2.60 3.34 -1.13  0.00
C: -1.27 3.51 -1.52  0.00
C: -0.30 2.87 -0.79  0.00
N: -0.59 2.12 0.27  -0.01
H: -3.92 2.42 0.30  0.00
H: -3.40 3.82 -1.69  0.00
H: -1.01 4.11 -2.38  0.00
H: 0.76 2.94 -1.04  0.00
C: 4.67 3.23 2.67  0.00
N: 3.27 3.37 3.06  0.00
C: 2.89 3.86 4.26  0.00
C: 1.61 3.84 4.68  0.00
C: 0.66 3.21 3.82  0.00
N: 1.02 2.76 2.63  0.00
C: 2.32 2.82 2.22  0.00
O: 2.64 2.35 1.13  0.03
N: -0.62 3.07 4.19  0.00
H: 5.28 3.74 3.41  0.00
H: 4.83 3.66 1.69  0.00
H: 4.93 2.17 2.64  0.00
H: 3.69 4.27 4.87  0.00
H: 1.33 4.24 5.64  0.00
H: -0.90 3.30 5.12  0.00
H: -1.23 2.48 3.61  0.00
Br: -3.70 0.51 -3.36  0.00
C: -3.54 -1.38 -3.36  0.00
C: -3.57 -2.03 -4.58  0.00
C: -3.45 -3.41 -4.64  0.00
C: -3.30 -4.13 -3.47  0.00
C: -3.28 -3.48 -2.25  0.00
C: -3.39 -2.10 -2.17  0.00
I: -3.27 -1.19 -0.30  0.00
H: -3.68 -1.45 -5.49  0.00
H: -3.47 -3.91 -5.60  0.00
H: -3.21 -5.21 -3.50  0.00
H: -3.16 -4.05 -1.33  0.00

Properties
⟨S²⟩: 0.760
spin multiplicity: 2
lowest unoccupied orbital energy (alpha / beta): 0.49 / 0.51 eV
max |F|: 0.117 eV/Å
energy above the lowest of the compared OMol25 structures with the same formula, charge and spin: 0.00 kJ/mol
energy: -6598.31614 hartree